Entry 1:
The following is a DFT calculation (the ωB97M-V functional and the def2-TZVPD basis) of a 6-piece molecular cluster, C43H76F3N2O7SSi overall in a non-equilibrium geometry.

Atoms and positions in Å:
1 S 9.276 -1.619 -0.318
2 Si 1.934 -1.855 -0.414
3 F 5.150 -6.080 0.902
4 F 5.624 -3.902 1.780
5 F 4.367 -3.326 -6.991
6 O 2.438 -0.690 -9.723
7 O -1.041 2.011 2.759
8 O -4.102 -1.119 6.638
9 O -6.534 5.455 1.342
10 O 4.563 -7.056 -4.028
11 O 3.047 -4.071 -5.152
12 O -4.644 4.942 5.646
13 N 5.271 -5.105 -1.895
14 N 4.808 -5.511 -5.799
15 C 7.182 -3.553 -1.023
16 C -2.778 3.698 3.193
17 C 7.020 -4.196 -3.659
18 C 7.947 -2.809 0.178
19 C 9.220 0.060 -2.697
20 C -6.461 -0.440 6.814
21 C 7.855 -3.594 -6.367
22 C 8.499 -0.216 -1.270
23 C 3.462 -2.549 0.531
24 C 5.890 -4.406 -0.740
25 C -4.452 -3.401 7.489
26 C 2.070 -2.979 -8.902
27 C 7.765 -3.411 -2.482
28 C 1.280 -1.055 -3.276
29 C 1.196 -0.556 -10.405
30 C 1.244 -0.299 0.536
31 C -7.372 6.599 1.216
32 C 4.152 -0.190 -4.069
33 C -6.627 4.482 0.311
34 C 3.575 -4.187 0.458
35 C -4.314 4.688 7.006
36 C -6.383 6.628 6.079
37 C 5.768 -5.053 -3.258
38 C 5.142 -4.631 0.654
39 C 2.448 -1.542 -8.586
40 C -2.379 2.409 2.494
41 C -6.271 5.021 -1.065
42 C -5.141 3.577 7.631
43 C -4.086 -1.957 7.786
44 C 2.999 -0.076 -5.145
45 C 2.407 -1.181 -2.177
46 C -8.853 6.262 1.182
47 C -0.710 1.756 4.120
48 C -5.343 -1.003 5.952
49 C 0.454 -3.107 -0.496
50 C 5.005 -5.903 -4.383
51 C -5.983 5.340 5.380
52 C 0.085 0.006 -9.534
53 C 7.603 -4.051 -5.148
54 C 1.513 -0.527 -4.754
55 C 3.881 -0.758 -2.594
56 C 4.033 -4.266 -5.942
57 C -1.539 0.648 4.746
58 H -7.174 7.228 2.088
59 H 5.229 0.103 -4.346
60 H 0.904 -1.513 -10.849
61 H -9.140 5.706 2.079
62 H 9.677 -0.880 -3.186
63 H -5.262 5.443 -1.062
64 H -2.451 2.559 1.413
65 H 4.719 -0.873 -1.808
66 H 2.072 0.527 0.507
67 H 8.360 -3.620 0.880
68 H 0.193 -1.378 -3.021
69 H -5.923 3.685 0.569
70 H 2.737 -3.392 -9.665
71 H -7.081 7.185 0.339
72 H -5.706 7.441 5.801
73 H 4.428 -2.046 0.130
74 H -3.798 3.980 2.919
75 H 7.171 -2.204 0.809
76 H -7.376 -0.329 6.225
77 H -7.402 6.910 5.804
78 H 4.429 -5.710 -1.737
79 H 1.049 -3.057 -9.285
80 H -2.602 0.897 4.774
81 H 8.407 0.503 -3.393
82 H 1.371 0.130 -11.238
83 H 5.684 -5.511 -6.349
84 H 8.698 -2.820 -2.790
85 H 0.342 1.461 4.135
86 H 0.278 -3.591 0.535
87 H -6.180 0.540 7.212
88 H -6.345 6.531 7.167
89 H -6.687 -1.087 7.663
90 H -3.072 1.597 2.739
91 H -4.815 3.392 8.659
92 H -0.473 -2.497 -0.844
93 H -6.204 3.825 7.659
94 H -6.955 5.812 -1.383
95 H 0.373 0.978 -9.124
96 H 2.138 -3.598 -8.004
97 H 1.809 -1.130 -7.798
98 H -5.472 -3.493 7.106
99 H 3.307 -2.247 1.649
100 H -2.101 4.511 2.915
101 H -3.261 4.394 7.021
102 H 3.468 -1.525 -8.193
103 H 0.275 0.114 0.053
104 H 0.689 -0.457 -5.561
105 H -0.831 0.131 -10.120
106 H -1.434 -0.279 4.174
107 H 0.622 -3.967 -1.247
108 H -9.450 7.177 1.131
109 H 3.242 0.333 -6.198
110 H -5.034 2.651 7.058
111 H -7.622 4.025 0.309
112 H -6.054 5.489 4.298
113 H 1.088 -0.546 1.652
114 H 3.099 -4.628 -0.489
115 H -9.112 5.646 0.318
116 H 8.539 0.717 -0.580
117 H -5.172 -0.326 5.110
118 H -4.386 5.610 7.591
119 H -4.730 -1.540 8.567
120 H 10.052 0.840 -2.536
121 H -6.315 4.222 -1.810
122 H -1.214 0.463 5.774
123 H -0.146 -0.650 -8.692
124 H 3.032 -4.569 1.412
125 H 8.010 -3.209 -7.452
126 H -3.781 -3.819 6.732
127 H -6.674 4.527 5.624
128 H -2.740 3.600 4.280
129 H 7.387 -0.519 -1.446
130 H -5.627 -1.968 5.520
131 H -3.066 -1.926 8.180
132 H -0.782 2.679 4.704
133 H -4.380 -4.007 8.395

Its total energy is -89978.7909 eV. Its net charge is +1. The LUMO energy is -5.48 eV.

Results of the Mulliken charge analysis, in e, for atoms 1 through 5: -0.1026 0.0913 -0.3043 -0.2560 -0.1581

Entry 2:
The following is a DFT calculation (the ωB97M-V functional and the def2-TZVPD basis) of C4H7Br6Ca2F2O6P as an isolated structure in a non-equilibrium geometry.

Atoms and positions in Å:
1 Br 4.738 -0.603 -0.572
2 Br 4.932 -2.124 -3.450
3 Br 0.051 -2.851 3.031
4 Br -2.099 -0.813 4.062
5 Br 0.752 0.121 3.108
6 Br 5.643 -3.804 -0.819
7 Ca -0.497 2.079 -0.690
8 Ca 0.990 1.000 -3.591
9 P 0.215 -1.365 -1.369
10 F 1.459 -2.007 -0.630
11 F -1.001 -2.425 -1.575
12 O 1.583 1.591 -1.428
13 O 0.734 -0.989 -2.740
14 O -1.438 2.854 1.347
15 O -2.550 1.556 0.283
16 O -1.137 1.445 -2.849
17 O -0.460 -0.247 -0.550
18 C -2.500 2.184 1.381
19 C 4.454 -2.368 -1.593
20 C -3.668 2.223 2.350
21 C -0.746 -1.105 2.724
22 H -3.791 1.211 2.734
23 H -1.901 1.848 -3.305
24 H -1.211 -1.020 1.741
25 H -3.615 2.990 3.123
26 H 3.447 -2.781 -1.539
27 H 2.138 1.007 -0.875
28 H -4.522 2.394 1.695

Its total energy is -488412.1369 eV. The LUMO energy is -1.57 eV.

Results of the Mulliken charge analysis, in e, for atoms 1 through 5: -0.0251 -0.0262 -0.0716 -0.0426 -0.0442

Entry 3:
The following is a DFT calculation (the ωB97M-V functional and the def2-TZVPD basis) of a 2-piece molecular cluster, C7H17B3ClNO6 overall in a non-equilibrium geometry.

Atoms and positions in Å:
1 Cl 2.665 -1.548 -1.175
2 O 0.022 -5.176 -1.668
3 O 3.836 4.288 0.879
4 O 0.303 2.459 0.912
5 O 1.150 1.646 -1.242
6 O -0.352 0.147 0.020
7 O 3.162 3.287 2.907
8 N -3.739 0.198 2.874
9 C -0.045 -2.056 -2.035
10 C 3.378 3.331 1.512
11 C 1.108 -0.949 -1.970
12 C -2.185 1.541 1.267
13 C 2.979 2.017 0.664
14 C -1.269 -1.600 -2.983
15 C -2.360 0.375 2.357
16 B -0.654 1.390 0.690
17 B 1.455 2.065 0.125
18 B 0.604 0.308 -1.040
19 H 3.038 1.135 1.407
20 H -1.053 -1.974 -4.045
21 H 0.376 -3.036 -2.444
22 H -2.864 1.410 0.345
23 H 3.619 2.502 3.279
24 H -2.077 -0.605 1.830
25 H -0.336 -6.015 -1.981
26 H -1.465 -0.476 -2.961
27 H -2.221 -2.106 -2.605
28 H -4.335 -0.334 2.235
29 H 0.716 -5.434 -1.048
30 H -1.606 0.542 3.201
31 H -0.499 -2.266 -1.010
32 H 1.387 -0.554 -3.004
33 H 3.753 1.818 -0.154
34 H -2.322 2.596 1.685
35 H -4.168 1.076 3.176

As for the SMILES: CC[C@H](Cl)B1OB(CCN)OB(CC(=O)O)O1.O. Its total energy is -35867.4064 eV. The LUMO energy is 0.31 eV.

Results of the natural (NBO) charge analysis, in e, for atoms 1 through 5: -0.0803 -0.9402 -0.5402 -0.8922 -0.9035